{"formula": "C4H4N2", "method": "ωB97M-V with the def2-TZVPD basis set", "orbital_gap_ev": 8.49, "energy_ev": -7190.4193, "de_lowest_kcal_mol": 52.3, "species": ["C", "C", "N", "C", "C", "N", "H", "H", "H", "H"], "coordinates": [[1.179926, 0.965400, -0.037383], [1.511209, -0.425361, -0.097423], [0.382736, -1.166970, -0.056959], [-0.911937, -0.717638, 0.029171], [-1.077956, 0.640298, 0.077819], [-0.021905, 1.492582, 0.044192], [2.006712, 1.675786, -0.061245], [0.726292, -2.115597, -0.098031], [-1.726775, -1.434019, 0.054427], [-2.068304, 1.085520, 0.145429]], "forces_ev_per_a": [[0.043, 0.349, -0.001], [-0.093, 0.588, 0.023], [0.835, 0.227, -0.017], [0.485, 0.005, -0.027], [0.067, -0.260, -0.016], [-0.099, -0.219, 0.004], [-0.188, -0.061, 0.008], [-1.452, -0.559, 0.051], [0.212, 0.079, -0.010], [0.189, -0.149, -0.014]]}